ORCA calculation (ωB97M-V/def2-TZVPD) on a molecular structure, C46H62N3O3PPdSSe.

Last column: Löwdin charge in e.
Geometry (Å):
Pd (-0.112, 1.784, 0.307)  0.33
C (-0.333, -5.191, -4.190)  -0.08
C (-1.095, -4.641, -2.984)  -0.56
C (-2.598, -4.730, -3.292)  -0.06
C (-0.787, -5.542, -1.782)  -0.06
C (-0.722, -3.194, -2.675)  -0.20
C (-1.243, -2.556, -1.552)  -0.10
C (-0.972, -1.235, -1.262)  -0.39
Se (-1.774, -0.378, 0.261)  1.11
C (-1.032, -1.242, 1.814)  -0.39
C (-1.126, -2.607, 2.000)  -0.09
C (-0.607, -3.240, 3.126)  -0.20
C (-0.020, -2.417, 4.091)  -0.01
C (0.054, -1.041, 3.983)  -0.10
C (-0.451, -0.375, 2.801)  -0.43
O (-0.365, 0.885, 2.649)  -0.17
C (0.778, -0.204, 5.039)  -0.53
C (-0.066, 0.983, 5.538)  -0.06
C (2.077, 0.324, 4.414)  -0.05
C (1.136, -1.027, 6.283)  -0.09
C (-0.755, -4.750, 3.299)  -0.56
C (-2.241, -5.113, 3.449)  -0.06
C (-0.189, -5.486, 2.079)  -0.06
C (-0.017, -5.268, 4.536)  -0.08
C (-0.210, -0.395, -2.153)  -0.41
O (-0.077, 0.857, -1.960)  -0.19
C (0.369, -1.076, -3.284)  -0.09
C (0.091, -2.419, -3.497)  -0.02
C (1.314, -0.403, -4.297)  -0.53
C (0.746, -0.546, -5.720)  -0.06
C (2.684, -1.102, -4.233)  -0.06
C (1.575, 1.091, -4.079)  -0.08
H (-0.620, -6.232, -4.363)  0.07
H (0.747, -5.160, -4.028)  0.08
H (-0.555, -4.626, -5.098)  0.08
H (-2.898, -5.767, -3.486)  0.07
H (-2.844, -4.127, -4.169)  0.08
H (-3.188, -4.354, -2.456)  0.08
H (-1.012, -6.590, -2.010)  0.08
H (-1.383, -5.255, -0.917)  0.06
H (0.263, -5.463, -1.496)  0.09
H (-1.900, -3.102, -0.884)  0.08
H (-1.620, -3.200, 1.238)  0.08
H (0.391, -2.881, 4.977)  0.07
H (-0.314, 1.657, 4.725)  0.07
H (0.493, 1.513, 6.318)  0.07
H (-1.003, 0.627, 5.981)  0.08
H (1.860, 0.907, 3.522)  0.05
H (2.721, -0.505, 4.113)  0.09
H (2.625, 0.949, 5.131)  0.08
H (0.254, -1.526, 6.697)  0.08
H (1.544, -0.364, 7.050)  0.07
H (1.893, -1.788, 6.075)  0.07
H (-2.810, -4.775, 2.582)  0.08
H (-2.664, -4.629, 4.331)  0.08
H (-2.373, -6.198, 3.547)  0.07
H (-0.727, -5.217, 1.172)  0.05
H (-0.268, -6.572, 2.207)  0.08
H (0.860, -5.226, 1.924)  0.09
H (-0.423, -4.841, 5.455)  0.08
H (1.047, -5.029, 4.493)  0.08
H (-0.121, -6.356, 4.596)  0.07
H (0.534, -2.887, -4.369)  0.08
H (0.633, -1.591, -6.014)  0.06
H (1.410, -0.062, -6.445)  0.07
H (-0.235, -0.071, -5.784)  0.09
H (2.612, -2.161, -4.487)  0.07
H (3.096, -1.031, -3.224)  0.08
H (3.388, -0.631, -4.930)  0.07
H (0.658, 1.677, -4.116)  0.08
H (2.261, 1.436, -4.863)  0.08
H (2.021, 1.277, -3.105)  0.04
O (2.761, 0.649, 1.105)  -0.50
S (2.613, 1.331, -0.212)  0.96
C (4.240, 2.090, -0.451)  -0.34
C (4.858, 2.792, 0.575)  -0.06
C (6.117, 3.326, 0.372)  -0.09
C (6.762, 3.158, -0.850)  -0.12
C (6.146, 2.451, -1.869)  -0.10
C (4.878, 1.913, -1.669)  -0.08
C (1.694, 2.861, 0.064)  -0.54
C (1.455, 3.695, -1.053)  -0.12
C (1.098, 5.011, -0.841)  -0.15
C (0.984, 5.521, 0.457)  -0.16
C (1.237, 4.703, 1.552)  -0.12
C (1.597, 3.372, 1.377)  -0.14
H (4.342, 2.900, 1.521)  0.11
H (6.604, 3.879, 1.167)  0.09
H (7.750, 3.579, -1.000)  0.09
H (6.648, 2.313, -2.819)  0.09
H (4.380, 1.356, -2.454)  0.09
H (1.531, 3.276, -2.049)  0.09
H (0.885, 5.651, -1.691)  0.09
H (0.697, 6.556, 0.606)  0.08
H (1.125, 5.092, 2.558)  0.09
H (1.811, 2.705, 2.203)  0.09
C (-4.873, 4.842, 0.089)  -0.23
N (-4.762, 3.391, 0.134)  -0.16
C (-4.757, 2.885, -1.237)  -0.21
N (-3.743, 3.485, -2.096)  -0.15
C (-3.897, 4.930, -2.056)  -0.22
N (-3.853, 5.510, -0.715)  -0.16
C (-2.518, 5.329, -0.116)  -0.34
P (-1.949, 3.553, 0.078)  1.00
C (-3.541, 2.979, 0.847)  -0.33
C (-2.394, 3.085, -1.666)  -0.32
H (-4.829, 5.232, 1.110)  0.12
H (-5.851, 5.093, -0.339)  0.11
H (-5.741, 3.093, -1.675)  0.11
H (-4.603, 1.805, -1.212)  0.13
H (-4.870, 5.183, -2.496)  0.11
H (-3.111, 5.386, -2.664)  0.12
H (-2.512, 5.812, 0.867)  0.08
H (-1.782, 5.859, -0.728)  0.07
H (-3.589, 3.360, 1.872)  0.08
H (-3.514, 1.890, 0.919)  0.04
H (-2.259, 2.008, -1.782)  0.06
H (-1.654, 3.540, -2.333)  0.09

electronic energy	-148271.786	eV
charge	-2
gap between HOMO and LUMO	5.01	eV
molar mass	953.4	g mol⁻¹


ORCA calculation (ωB97M-V/def2-TZVPD) on a molecular structure, C46H63N4NaO5SSe.

Last column: Löwdin charge in e.
Geometry (Å):
Na (1.425, -0.421, -0.661)  0.14
C (-5.390, 0.112, 3.284)  -0.06
C (-4.008, -0.115, 3.915)  -0.56
C (-4.110, -1.267, 4.925)  -0.06
C (-3.629, 1.154, 4.678)  -0.08
C (-2.994, -0.456, 2.826)  -0.20
C (-1.856, 0.294, 2.571)  -0.09
C (-0.968, -0.034, 1.563)  -0.36
Se (0.554, 1.148, 1.393)  1.16
C (-0.218, 2.529, 0.303)  -0.39
C (-0.802, 3.610, 0.945)  -0.10
C (-1.401, 4.646, 0.242)  -0.20
C (-1.431, 4.506, -1.146)  -0.02
C (-0.893, 3.440, -1.848)  -0.09
C (-0.170, 2.418, -1.132)  -0.39
O (0.479, 1.492, -1.726)  -0.15
C (-1.129, 3.420, -3.370)  -0.53
C (-0.419, 4.620, -4.018)  -0.05
C (-2.642, 3.526, -3.644)  -0.06
C (-0.654, 2.160, -4.105)  -0.07
C (-2.056, 5.854, 0.907)  -0.56
C (-1.424, 7.153, 0.385)  -0.06
C (-3.559, 5.876, 0.590)  -0.06
C (-1.898, 5.830, 2.427)  -0.08
C (-1.146, -1.168, 0.708)  -0.36
O (-0.321, -1.470, -0.223)  -0.16
C (-2.325, -1.953, 0.987)  -0.08
C (-3.177, -1.571, 2.011)  -0.02
C (-2.729, -3.225, 0.213)  -0.52
C (-2.737, -4.419, 1.185)  -0.05
C (-1.824, -3.618, -0.956)  -0.07
C (-4.141, -3.049, -0.377)  -0.06
H (-6.142, 0.323, 4.054)  0.07
H (-5.359, 0.954, 2.590)  0.09
H (-5.717, -0.766, 2.724)  0.07
H (-4.819, -1.028, 5.726)  0.07
H (-4.449, -2.184, 4.439)  0.07
H (-3.135, -1.471, 5.372)  0.09
H (-4.388, 1.367, 5.437)  0.07
H (-2.667, 1.049, 5.185)  0.08
H (-3.564, 2.016, 4.011)  0.08
H (-1.627, 1.164, 3.173)  0.08
H (-0.771, 3.619, 2.028)  0.08
H (-1.925, 5.285, -1.724)  0.09
H (-0.774, 5.571, -3.613)  0.07
H (0.658, 4.555, -3.848)  0.08
H (-0.591, 4.625, -5.101)  0.07
H (-3.082, 4.431, -3.224)  0.06
H (-2.823, 3.531, -4.724)  0.07
H (-3.165, 2.670, -3.213)  0.09
H (0.428, 2.066, -4.103)  0.05
H (-1.070, 1.253, -3.672)  0.09
H (-0.988, 2.243, -5.148)  0.07
H (-1.528, 7.235, -0.699)  0.07
H (-1.901, 8.028, 0.840)  0.07
H (-0.357, 7.179, 0.617)  0.09
H (-3.733, 5.940, -0.486)  0.07
H (-4.038, 4.962, 0.948)  0.09
H (-4.047, 6.735, 1.065)  0.07
H (-0.846, 5.810, 2.719)  0.08
H (-2.356, 6.725, 2.860)  0.07
H (-2.383, 4.957, 2.868)  0.08
H (-4.048, -2.194, 2.196)  0.09
H (-1.746, -4.557, 1.624)  0.09
H (-3.449, -4.279, 2.001)  0.07
H (-3.007, -5.338, 0.652)  0.07
H (-0.816, -3.869, -0.630)  0.06
H (-2.260, -4.505, -1.433)  0.08
H (-1.745, -2.827, -1.699)  0.09
H (-4.890, -2.837, 0.386)  0.06
H (-4.150, -2.222, -1.091)  0.09
H (-4.444, -3.960, -0.905)  0.07
N (3.488, 1.476, -0.592)  0.03
C (4.174, 2.627, -1.159)  -0.28
C (3.293, 3.340, -2.180)  -0.29
N (2.758, 2.500, -3.244)  0.02
H (2.589, 1.764, -0.217)  0.01
H (4.016, 1.063, 0.169)  0.08
H (5.097, 2.279, -1.640)  0.10
H (4.475, 3.378, -0.407)  0.10
H (3.873, 4.173, -2.600)  0.09
H (2.444, 3.792, -1.658)  0.11
H (3.453, 1.805, -3.495)  0.04
H (1.970, 1.991, -2.840)  0.02
C (0.935, -8.108, 1.768)  -0.07
C (1.496, -6.712, 1.761)  -0.29
C (1.260, -5.852, 0.695)  -0.04
C (1.764, -4.558, 0.685)  -0.03
C (2.520, -4.111, 1.755)  -0.25
C (2.777, -4.958, 2.824)  -0.06
C (2.266, -6.245, 2.825)  -0.06
S (3.089, -2.418, 1.825)  0.57
O (1.974, -1.660, 2.336)  -0.32
O (4.275, -2.463, 2.669)  -0.35
N (3.330, -1.982, 0.330)  -0.10
C (4.473, -2.220, -0.374)  -0.26
C (5.653, -2.828, 0.047)  -0.03
C (6.782, -2.912, -0.790)  -0.11
C (6.798, -2.407, -2.058)  -0.09
C (5.608, -1.819, -2.558)  -0.17
C (5.514, -1.293, -3.865)  -0.03
C (4.331, -0.781, -4.316)  -0.06
C (3.218, -0.821, -3.449)  -0.13
N (3.284, -1.272, -2.226)  0.08
C (4.455, -1.756, -1.746)  -0.15
H (0.161, -8.220, 1.008)  0.07
H (0.487, -8.348, 2.734)  0.07
H (1.707, -8.856, 1.571)  0.07
H (0.662, -6.185, -0.147)  0.11
H (1.556, -3.903, -0.154)  0.09
H (3.383, -4.601, 3.647)  0.11
H (2.466, -6.901, 3.667)  0.10
H (5.719, -3.200, 1.056)  0.08
H (7.673, -3.385, -0.388)  0.09
H (7.681, -2.454, -2.686)  0.09
H (6.395, -1.312, -4.498)  0.11
H (4.223, -0.368, -5.311)  0.10
H (2.246, -0.469, -3.782)  0.12
O (1.108, -2.964, -2.298)  -0.07
H (1.958, -2.592, -2.042)  -0.02
H (0.454, -2.537, -1.710)  0.00

electronic energy	-145525.854	eV
charge	-2
ΔE to the lowest compared entry with this formula, charge and spin	2.7	kcal/mol
gap between HOMO and LUMO	5.47	eV
molar mass	886.0	g mol⁻¹


- The lowest molar mass belongs to which entry?
  C46H63N4NaO5SSe


- molar mass of number 2 (C46H63N4NaO5SSe)?
  886.0 g mol⁻¹


- What is the gap between HOMO and LUMO in the first record?
  5.01 eV


- Which of these has the highest molar mass?
  C46H62N3O3PPdSSe